(1)
Entry from the Open Molecules 2025 dataset: the molecule C23H30N4O4S at a distorted geometry (ωB97M-V/def2-TZVPD).

Calculated values
frontier orbital gap = 8.7 eV
electronic energy = -49322.308 eV
lowest unoccupied orbital energy = 0.019 Ha
multiplicity = 1
maximum force = 1.34 eV/A
highest occupied orbital energy = -8.190 eV
ΔE to the lowest compared entry with this formula, charge and spin = 4.329 eV
SMILES = CCOc1ccc(S(=O)(=O)N(CC(=O)NN=C2CCN(C)CC2)c2ccc(C)cc2)cc1

Atoms and positions in Å:
C1 -1.345 4.067 -5.651
C2 -1.295 3.389 -4.291
O1 -1.032 2.014 -4.509
C3 -0.952 1.176 -3.452
C4 -1.096 1.556 -2.119
C5 -0.993 0.602 -1.120
C6 -0.750 -0.716 -1.442
S1 -0.592 -1.947 -0.159
O2 -1.207 -3.158 -0.611
O3 -1.031 -1.377 1.087
N1 1.074 -2.146 -0.192
C7 1.790 -1.047 0.424
C8 1.591 -1.087 1.935
O4 1.889 -2.043 2.617
N2 1.044 0.019 2.503
N3 0.692 1.122 1.811
C9 0.007 2.059 2.329
C10 -0.301 3.245 1.469
C11 -1.834 3.447 1.406
N4 -2.452 3.528 2.707
C12 -2.244 4.784 3.392
C13 -2.145 2.360 3.495
C14 -0.626 2.123 3.687
C15 1.608 -3.448 -0.041
C16 1.005 -4.389 0.781
C17 1.532 -5.664 0.869
C18 2.671 -6.022 0.159
C19 3.259 -7.396 0.277
C20 3.272 -5.067 -0.652
C21 2.746 -3.794 -0.760
C22 -0.604 -1.108 -2.762
C23 -0.705 -0.168 -3.763
H1 -1.544 5.128 -5.528
H2 -2.130 3.624 -6.257
H3 -0.397 3.938 -6.165
H4 -2.254 3.510 -3.770
H5 -0.500 3.830 -3.675
H6 -1.290 2.582 -1.850
H7 -1.097 0.865 -0.080
H8 2.855 -1.153 0.200
H9 1.409 -0.109 0.017
H10 0.786 -0.085 3.484
H11 0.153 4.138 1.906
H12 0.109 3.098 0.471
H13 -2.283 2.599 0.881
H14 -2.064 4.358 0.849
H15 -2.824 4.779 4.314
H16 -2.612 5.592 2.761
H17 -1.195 4.994 3.646
H18 -2.567 1.489 2.985
H19 -2.629 2.455 4.470
H20 -0.201 2.955 4.255
H21 -0.484 1.208 4.263
H22 0.129 -4.113 1.345
H23 1.055 -6.391 1.511
H24 4.113 -7.379 0.955
H25 3.607 -7.752 -0.690
H26 2.528 -8.098 0.670
H27 4.160 -5.326 -1.212
H28 3.214 -3.062 -1.402
H29 -0.425 -2.149 -2.977
H30 -0.600 -0.439 -4.801

Charges per atom according to natural (NBO) partitioning, unit e:
1. C -0.62
2. C -0.06
3. O -0.49
4. C 0.34
5. C -0.33
6. C -0.11
7. C -0.39
8. S 2.33
9. O -0.92
10. O -0.95
11. N -0.68
12. C -0.33
13. C 0.67
14. O -0.60
15. N -0.44
16. N -0.26
17. C 0.25
18. C -0.46
19. C -0.21
20. N -0.44
21. C -0.41
22. C -0.20
23. C -0.50
24. C 0.11
25. C -0.12
26. C -0.22
27. C -0.02
28. C -0.62
29. C -0.21
30. C -0.21
31. C -0.15
32. C -0.26
33. H 0.21
34. H 0.22
35. H 0.22
36. H 0.17
37. H 0.17
38. H 0.22
39. H 0.23
40. H 0.24
41. H 0.25
42. H 0.38
43. H 0.21
44. H 0.23
45. H 0.20
46. H 0.20
47. H 0.20
48. H 0.20
49. H 0.16
50. H 0.21
51. H 0.20
52. H 0.22
53. H 0.21
54. H 0.22
55. H 0.21
56. H 0.22
57. H 0.22
58. H 0.21
59. H 0.21
60. H 0.21
61. H 0.24
62. H 0.23

=====

(2)
Entry from the Open Molecules 2025 dataset: a structure of composition C31H47BrCaN2P2 at a distorted geometry (ωB97M-V/def2-TZVPD).

Calculated values
frontier orbital gap = 3.3 eV
electronic energy = -142933.193 eV
lowest unoccupied orbital energy = -0.299 Ha
multiplicity = 1
maximum force = 3.08 eV/A
highest occupied orbital energy = -11.467 eV
ΔE to the lowest compared entry with this formula, charge and spin = 3.362 eV
total charge = +2

Atoms and positions in Å:
N1 1.486 -6.146 -5.999
C1 0.194 -5.990 -5.718
C2 -0.320 -4.793 -5.215
C3 0.568 -3.723 -4.965
C4 1.940 -3.897 -5.299
C5 2.341 -5.150 -5.788
C6 0.074 -2.564 -4.228
Ca1 -1.220 -0.484 -3.889
P1 -1.323 4.250 -0.621
C7 0.902 -1.465 -3.873
C8 1.223 -1.115 -2.467
C9 1.764 0.148 -2.103
C10 1.901 0.522 -0.777
C11 1.587 -0.389 0.249
C12 1.085 -1.651 -0.099
C13 0.923 -2.021 -1.425
Br1 -1.329 0.239 -1.144
H1 -0.861 -2.758 -3.617
H2 1.494 -0.962 -4.650
H3 -1.374 -4.728 -4.948
H4 2.704 -3.138 -5.113
H5 -0.465 -6.835 -5.915
H6 3.386 -5.346 -6.037
H7 2.067 0.843 -2.893
H8 0.647 -3.061 -1.671
H9 2.233 1.540 -0.552
H10 0.829 -2.365 0.696
P2 2.252 -0.295 1.940
C14 -2.350 3.322 -1.801
C15 -3.311 4.114 -2.698
H11 -2.921 2.612 -1.193
H12 -1.642 2.756 -2.422
H13 -4.048 3.456 -3.171
H14 -3.882 4.865 -2.143
H15 -2.776 4.609 -3.512
C16 0.486 4.099 -0.975
C17 1.276 5.374 -0.619
H16 0.527 3.935 -2.060
H17 0.889 3.209 -0.465
H18 2.288 5.327 -1.037
H19 0.815 6.280 -1.035
H20 1.373 5.508 0.465
C18 -1.474 3.453 1.057
C19 -2.215 4.468 1.956
H21 -0.483 3.238 1.487
H22 -2.000 2.489 0.966
H23 -2.219 4.198 3.021
H24 -1.740 5.456 1.887
H25 -3.252 4.587 1.617
C20 0.956 -0.383 3.169
C21 1.494 -0.373 4.612
H26 0.338 -1.259 2.901
H27 0.278 0.470 3.028
H28 1.762 -1.388 4.924
H29 2.388 0.263 4.733
H30 0.736 0.012 5.310
C22 3.176 1.247 1.983
C23 4.380 1.337 1.029
H31 3.512 1.386 3.020
H32 2.446 2.050 1.791
H33 5.141 0.583 1.260
H34 4.097 1.180 -0.014
H35 4.847 2.330 1.097
C24 3.425 -1.662 2.089
C25 2.838 -3.056 2.367
H36 4.105 -1.346 2.898
H37 4.004 -1.693 1.146
H38 2.955 -3.676 1.468
H39 3.382 -3.575 3.169
H40 1.777 -3.069 2.656
N2 -3.398 -1.523 0.833
C26 -3.832 -1.440 2.141
C27 -5.077 -0.813 2.412
C28 -5.408 -0.442 3.716
C29 -4.474 -0.585 4.754
C30 -3.308 -1.337 4.532
C31 -3.025 -1.835 3.251
H41 -3.431 -0.677 0.258
H42 -2.578 -2.083 0.609
H43 -5.725 -0.570 1.567
H44 -6.402 -0.022 3.900
H45 -4.648 -0.101 5.721
H46 -2.644 -1.525 5.383
H47 -2.136 -2.447 3.083

Charges per atom according to Löwdin partitioning, unit e:
1. N 0.09
2. C -0.10
3. C 0.00
4. C -0.22
5. C 0.02
6. C -0.10
7. C -0.16
8. Ca 1.36
9. P 0.97
10. C -0.24
11. C -0.32
12. C -0.05
13. C -0.12
14. C -0.29
15. C -0.12
16. C -0.06
17. Br 0.21
18. H 0.11
19. H 0.13
20. H 0.12
21. H 0.12
22. H 0.13
23. H 0.12
24. H 0.14
25. H 0.14
26. H 0.10
27. H 0.11
28. P 1.01
29. C -0.53
30. C -0.16
31. H 0.03
32. H -0.01
33. H 0.06
34. H 0.07
35. H 0.07
36. C -0.45
37. C -0.17
38. H 0.06
39. H 0.03
40. H 0.06
41. H 0.07
42. H 0.07
43. C -0.43
44. C -0.19
45. H 0.06
46. H 0.04
47. H 0.07
48. H 0.06
49. H 0.07
50. C -0.31
51. C -0.10
52. H 0.09
53. H 0.11
54. H 0.08
55. H 0.07
56. H 0.09
57. C -0.31
58. C -0.10
59. H 0.10
60. H 0.10
61. H 0.08
62. H 0.05
63. H 0.10
64. C -0.30
65. C -0.12
66. H 0.11
67. H 0.11
68. H 0.08
69. H 0.09
70. H 0.06
71. N 0.04
72. C -0.33
73. C -0.04
74. C -0.09
75. C -0.10
76. C -0.10
77. C -0.06
78. H 0.01
79. H 0.05
80. H 0.11
81. H 0.11
82. H 0.10
83. H 0.10
84. H 0.09

=====

(3)
Entry from the Open Molecules 2025 dataset: the molecule C14H19NO3S at a distorted geometry (ωB97M-V/def2-TZVPD).

Calculated values
frontier orbital gap = 9.3 eV
electronic energy = -33294.354 eV
lowest unoccupied orbital energy = 0.024 Ha
multiplicity = 1
maximum force = 3.66 eV/A
highest occupied orbital energy = -8.629 eV
ΔE to the lowest compared entry with this formula, charge and spin = 1.298 eV
SMILES = CCC[C@@]1(c2ccccc2)O[C@H](COC(N)=O)CS1

Atoms and positions in Å:
C1 -0.744 -2.856 -1.654
C2 0.646 -2.863 -1.032
C3 0.666 -2.177 0.363
C4 0.301 -0.688 0.487
C5 1.251 0.173 -0.287
C6 2.550 0.321 0.205
C7 3.550 0.969 -0.549
C8 3.255 1.518 -1.824
C9 1.898 1.489 -2.246
C10 0.932 0.799 -1.507
O1 -1.029 -0.400 0.036
C11 -1.962 -0.438 1.118
C12 -3.324 0.121 0.653
O2 -4.303 0.075 1.713
C13 -4.994 -1.082 1.862
N1 -5.753 -1.207 2.962
O3 -5.145 -1.939 0.987
C14 -1.397 0.315 2.282
S1 0.370 -0.227 2.259
H1 -0.997 -1.848 -2.068
H2 -0.698 -3.544 -2.523
H3 -1.539 -3.149 -0.942
H4 0.960 -3.885 -0.914
H5 1.351 -2.349 -1.660
H6 0.003 -2.771 1.037
H7 1.660 -2.274 0.784
H8 2.822 -0.108 1.180
H9 4.573 0.990 -0.180
H10 3.973 1.983 -2.476
H11 1.597 1.984 -3.153
H12 -0.052 0.741 -1.916
H13 -2.146 -1.465 1.389
H14 -3.633 -0.466 -0.241
H15 -3.244 1.123 0.358
H16 -6.454 -1.934 2.846
H17 -6.083 -0.329 3.391
H18 -1.503 1.395 2.137
H19 -1.851 0.003 3.228

Charges per atom according to natural (NBO) partitioning, unit e:
1. C -0.61
2. C -0.40
3. C -0.43
4. C 0.17
5. C -0.07
6. C -0.20
7. C -0.21
8. C -0.22
9. C -0.20
10. C -0.20
11. O -0.54
12. C 0.06
13. C -0.07
14. O -0.52
15. C 0.87
16. N -0.83
17. O -0.66
18. C -0.52
19. S 0.17
20. H 0.21
21. H 0.21
22. H 0.21
23. H 0.21
24. H 0.21
25. H 0.21
26. H 0.22
27. H 0.22
28. H 0.21
29. H 0.22
30. H 0.21
31. H 0.22
32. H 0.18
33. H 0.22
34. H 0.19
35. H 0.41
36. H 0.39
37. H 0.22
38. H 0.24

=====

(4)
Entry from the Open Molecules 2025 dataset: a structure of composition C32H56AlN3O2P3S3 (ωB97M-V/def2-TZVPD).

Calculated values
frontier orbital gap (alpha / beta) = 7.5 / 5.9 eV
electronic energy = -109633.760 eV
lowest unoccupied orbital energy (alpha / beta) = 0.020 / -0.042 Ha
multiplicity = 2
maximum force = 0.86 eV/A
highest occupied orbital energy (alpha / beta) = -6.931 / -6.992 eV
ΔE to the lowest compared entry with this formula, charge and spin = 0.000 eV

Atoms and positions in Å:
Al1 -0.125 -0.215 0.111
C1 -2.329 -4.040 -0.382
C2 -0.822 -4.189 -0.221
C3 -0.452 -4.582 1.210
P1 0.203 -2.729 -0.693
C4 1.917 -3.403 -0.880
C5 2.032 -4.819 -1.433
C6 2.724 -2.420 -1.726
C7 -0.361 -2.260 -2.350
C8 -0.732 -3.228 -3.287
C9 -1.287 -2.903 -4.511
C10 -1.662 -3.955 -5.514
C11 -1.517 -1.548 -4.761
C12 -1.159 -0.575 -3.857
C13 -0.527 -0.898 -2.643
N1 -0.114 0.085 -1.742
C14 0.386 1.295 -2.249
C15 1.030 1.359 -3.492
C16 1.524 2.549 -3.986
C17 1.435 3.732 -3.262
C18 1.974 5.027 -3.799
C19 0.870 3.657 -2.000
C20 0.359 2.470 -1.479
P2 -0.146 2.279 0.245
C21 -1.714 3.241 0.425
C22 -2.764 2.662 -0.528
C23 -1.615 4.743 0.151
C24 1.243 2.960 1.277
C25 1.238 2.292 2.648
C26 1.407 4.466 1.478
H1 -2.791 -5.021 -0.244
H2 -2.606 -3.670 -1.369
H3 -2.739 -3.357 0.356
H4 -0.488 -4.980 -0.902
H5 -0.764 -3.802 1.909
H6 0.623 -4.727 1.339
H7 -0.951 -5.513 1.484
H8 2.316 -3.378 0.139
H9 1.586 -4.896 -2.426
H10 1.573 -5.568 -0.787
H11 3.088 -5.077 -1.535
H12 2.400 -2.459 -2.769
H13 3.783 -2.682 -1.692
H14 2.625 -1.390 -1.380
H15 -0.594 -4.277 -3.043
H16 -1.319 -4.939 -5.195
H17 -1.221 -3.749 -6.490
H18 -2.745 -4.008 -5.649
H19 -2.001 -1.252 -5.685
H20 -1.370 0.461 -4.078
H21 1.154 0.453 -4.068
H22 2.016 2.551 -4.952
H23 2.017 5.014 -4.888
H24 2.984 5.221 -3.432
H25 1.348 5.870 -3.499
H26 0.845 4.553 -1.393
H27 -2.029 3.067 1.461
H28 -2.423 2.757 -1.561
H29 -3.687 3.236 -0.429
H30 -2.984 1.617 -0.325
H31 -1.366 4.922 -0.897
H32 -0.902 5.272 0.772
H33 -2.599 5.186 0.325
H34 2.104 2.591 0.706
H35 0.377 2.618 3.234
H36 2.140 2.577 3.196
H37 1.200 1.204 2.584
H38 0.619 4.870 2.114
H39 1.432 5.032 0.550
H40 2.354 4.641 1.994
C27 -4.970 -1.715 5.019
C28 -4.311 -2.056 3.700
O1 -3.671 -0.894 3.176
P3 -2.098 -1.038 2.702
S1 1.233 -1.178 1.539
S2 -2.315 -0.628 0.667
O2 -1.564 0.440 3.188
C29 -1.322 0.558 4.594
C30 -2.120 1.721 5.143
H41 -5.523 -2.573 5.403
H42 -5.664 -0.885 4.894
H43 -4.222 -1.427 5.760
H44 -5.050 -2.397 2.970
H45 -3.577 -2.860 3.829
H46 -0.250 0.703 4.743
H47 -1.598 -0.371 5.106
H48 -1.867 2.640 4.612
H49 -1.907 1.868 6.203
H50 -3.186 1.538 5.017
C31 4.668 -0.039 2.578
N2 4.082 0.069 1.262
C32 4.210 1.106 0.426
N3 5.042 2.120 0.772
S3 3.296 1.177 -0.969
H51 4.604 -1.076 2.899
H52 4.160 0.587 3.318
H53 5.728 0.220 2.559
H54 3.241 -0.458 1.076
H55 5.695 2.039 1.533
H56 5.234 2.791 0.051

Here are the Löwdin charges for atoms 1 to 99, given in e:
1. Al -0.54
2. C -0.11
3. C -0.53
4. C -0.12
5. P 1.03
6. C -0.55
7. C -0.11
8. C -0.12
9. C -0.28
10. C -0.06
11. C -0.28
12. C -0.05
13. C -0.03
14. C -0.02
15. C -0.28
16. N -0.04
17. C -0.34
18. C -0.05
19. C -0.04
20. C -0.28
21. C -0.05
22. C -0.06
23. C -0.33
24. P 1.10
25. C -0.50
26. C -0.13
27. C -0.10
28. C -0.51
29. C -0.13
30. C -0.11
31. H 0.08
32. H 0.07
33. H 0.02
34. H 0.09
35. H 0.05
36. H 0.07
37. H 0.08
38. H 0.07
39. H 0.07
40. H 0.07
41. H 0.08
42. H 0.08
43. H 0.09
44. H 0.00
45. H 0.10
46. H 0.07
47. H 0.08
48. H 0.08
49. H 0.12
50. H 0.12
51. H 0.12
52. H 0.12
53. H 0.07
54. H 0.08
55. H 0.08
56. H 0.09
57. H 0.11
58. H 0.08
59. H 0.08
60. H -0.01
61. H 0.07
62. H 0.05
63. H 0.08
64. H 0.03
65. H 0.07
66. H 0.08
67. H 0.00
68. H 0.07
69. H 0.06
70. H 0.08
71. C -0.08
72. C -0.35
73. O -0.41
74. P 0.56
75. S 0.40
76. S 0.43
77. O -0.45
78. C -0.33
79. C -0.07
80. H 0.07
81. H 0.08
82. H 0.07
83. H 0.11
84. H 0.09
85. H 0.11
86. H 0.10
87. H 0.07
88. H 0.08
89. H 0.07
90. C -0.08
91. N -0.08
92. C -0.90
93. N 0.10
94. S 0.74
95. H 0.09
96. H 0.08
97. H 0.08
98. H -0.06
99. H 0.08